Formula: C25H30AsClCuN3O4
Source: the OMol25 dataset
Level of theory: the ωB97M-V functional and the def2-TZVPD basis

## Properties
**E_HOMO (spin up / spin down)**: -10.44 / -10.44 eV
**Energy**: -5772.13521 a.u.
**HOMO-LUMO gap (spin up / spin down)**: 7.8 / 6.7 eV
**Energy above the lowest of the compared OMol25 structures with the same formula, charge and spin**: 0.5292 eV
**Total charge**: +1
**Spin multiplicity**: 2
**⟨S²⟩**: 0.752

Each line ends with the natural charge from an NBO analysis.
Geometry (Å):
Cu -0.23 0.20 0.73  1.382
C -0.04 -0.34 4.72  -0.945
As -0.63 0.71 3.20  0.847
C -0.05 2.48 3.68  -0.934
C -2.54 0.79 3.54  -0.948
H -0.43 0.09 5.64  0.236
H 1.05 -0.34 4.76  0.243
H -0.38 -1.37 4.64  0.225
H -0.53 2.77 4.62  0.228
H -0.31 3.17 2.88  0.273
H 1.03 2.48 3.81  0.240
H -2.73 1.16 4.54  0.235
H -2.98 -0.20 3.42  0.229
H -3.00 1.47 2.81  0.240
C 4.67 2.36 -0.25  -0.592
C 4.41 0.85 -0.36  -0.518
C 3.09 0.49 0.16  0.434
N 2.07 0.20 0.58  -0.470
H 5.68 2.57 -0.60  0.230
H 4.58 2.70 0.78  0.224
H 3.96 2.91 -0.86  0.231
H 5.16 0.28 0.20  0.259
H 4.45 0.51 -1.39  0.259
Cl -4.84 3.09 -0.84  0.063
C -4.17 1.52 -0.60  -0.067
C -4.97 0.39 -0.63  -0.159
C -4.36 -0.84 -0.43  -0.233
C -3.00 -0.88 -0.21  0.039
N -2.23 0.21 -0.17  -0.535
C -2.81 1.40 -0.37  0.027
H -6.03 0.48 -0.81  0.248
H -4.94 -1.75 -0.45  0.240
H -2.50 -1.83 -0.06  0.204
H -2.18 2.27 -0.32  0.252
O 0.46 4.10 -0.13  -0.611
C 0.35 2.91 -0.36  0.777
O -0.11 2.07 0.54  -0.894
C 0.71 2.37 -1.72  -0.178
C 1.52 3.15 -2.53  -0.169
C 1.95 2.73 -3.80  -0.258
C 1.52 1.50 -4.21  0.239
O 1.77 0.86 -5.39  -0.470
C 1.05 -0.37 -5.35  0.234
O 0.38 -0.45 -4.08  -0.501
C 0.68 0.72 -3.43  0.285
C 0.26 1.13 -2.19  -0.291
H 1.82 4.12 -2.15  0.249
H 2.58 3.35 -4.42  0.240
H 1.75 -1.20 -5.43  0.165
H 0.30 -0.38 -6.15  0.172
H -0.45 0.51 -1.66  0.208
C 0.02 -6.08 0.26  -0.647
C -0.03 -4.59 0.39  0.061
C 0.41 -3.75 -0.63  -0.197
C 0.35 -2.38 -0.47  0.045
N -0.14 -1.80 0.63  -0.571
C -0.57 -2.60 1.62  0.053
C -0.53 -3.98 1.54  -0.243
H 0.55 -6.39 -0.64  0.231
H -1.00 -6.49 0.22  0.244
H 0.51 -6.53 1.13  0.242
H 0.82 -4.15 -1.54  0.229
H 0.70 -1.72 -1.25  0.222
H -0.96 -2.11 2.50  0.210
H -0.89 -4.57 2.37  0.237